(1)
Molecular formula: C6H16NO
Method: DFT, the ωB97M-V functional and the def2-TZVPD basis

Structure (XYZ):
```
24
Properties=species:S:1:pos:R:3:lowdin_charge:R:1
C 0.029 -0.444 1.644 -0.13
C 1.028 -0.473 0.480 -0.14
C 0.289 -0.357 -0.849 -0.33
C 0.436 0.764 -1.553 0.06
C -0.603 -1.502 -1.295 -0.21
C 0.009 -2.906 -1.308 -0.07
N -0.800 0.809 1.631 0.19
H 0.507 -0.576 2.606 0.13
H -0.616 -1.305 1.490 0.12
H 1.405 -1.492 0.511 0.11
H 1.840 0.247 0.533 0.13
H -0.030 0.990 -2.507 0.08
H 1.062 1.546 -1.137 0.06
H -1.422 -1.452 -0.577 0.10
H -0.972 -1.268 -2.290 0.12
H 0.625 -3.100 -0.426 0.06
H -0.821 -3.593 -1.118 0.08
H 0.672 -3.088 -2.144 0.09
H -1.707 0.690 1.200 0.17
H -0.343 1.619 1.115 0.11
H -0.857 1.146 2.588 0.16
H -0.325 3.697 -0.186 0.08
H 0.225 3.901 1.284 0.08
O -0.110 3.263 0.649 -0.03
```

## Properties
Relative energy (zero: lowest compared OMol25 entry of this formula, charge and spin)   0.9376 eV
HOMO-LUMO gap   9.9 eV
2S+1   1
Net charge   +1
Largest force on an atom   1.5 eV Å⁻¹


(2)
Molecular formula: C8H17N2O2
Method: DFT, the ωB97M-V functional and the def2-TZVPD basis

Structure (XYZ):
```
29
Properties=species:S:1:pos:R:3:lowdin_charge:R:1
C 2.331 -1.969 -0.115 -0.01
C 2.926 -0.436 -0.221 -0.27
O 3.868 -0.225 -1.173 0.00
O 2.567 0.696 0.648 -0.10
C 1.963 1.809 -0.104 -0.13
C 0.348 2.015 0.206 -0.09
N -0.452 0.731 0.190 -0.16
C -1.187 0.483 -1.143 -0.10
C -1.607 -1.110 -1.121 -0.17
N -2.446 -1.525 0.067 -0.09
C -1.958 -0.936 1.372 -0.17
C -1.564 0.685 1.255 -0.09
H 3.004 -2.577 0.635 0.12
H 2.385 -2.495 -1.182 0.12
H 1.218 -2.035 0.241 0.05
H 2.518 2.808 0.233 0.16
H 2.149 1.740 -1.279 0.15
H 0.223 2.543 1.253 0.15
H -0.087 2.723 -0.626 0.16
H 0.114 -0.142 0.353 0.13
H -2.110 1.218 -1.269 0.16
H -0.393 0.659 -1.999 0.16
H -2.240 -1.297 -2.107 0.15
H -0.595 -1.724 -1.158 0.13
H -3.470 -1.390 -0.087 0.12
H -2.727 -1.081 2.273 0.15
H -0.979 -1.521 1.711 0.13
H -2.567 1.204 0.869 0.16
H -1.233 1.150 2.277 0.15
```

## Properties
Relative energy (zero: lowest compared OMol25 entry of this formula, charge and spin)   4.7931 eV
HOMO-LUMO gap   10.4 eV
2S+1   1
SMILES   CC(=O)OCC[NH+]1CCNCC1
Net charge   +1
Largest force on an atom   9.1 eV Å⁻¹